Density functional theory data (ωB97M-V with the def2-TZVPD basis set) for C14H19N3O5 in the gas phase in a non-equilibrium geometry.

Net charge = 0
Orbital gap = 8.24 eV
SMILES = NC(=O)CC[C@H](NC(=O)[C@@H](N)Cc1ccc(O)cc1)C(=O)O
Highest occupied orbital energy = -7.874 eV

Element x y z (Å)
C (-0.72423, -1.74405, 1.07436)
C (-0.08098, -0.40869, 1.44037)
C (-1.22083, -1.66930, -0.38985)
C (-2.43693, -0.76346, -0.58645)
C (-2.33333, 0.55025, -0.84897)
C (-3.75182, -1.28890, -0.47120)
C (-3.41819, 1.40100, -0.99959)
C (-4.89121, -0.51018, -0.54168)
C (-4.69553, 0.85599, -0.80976)
C (1.82857, 1.04940, 1.04445)
C (1.33598, 2.20447, 0.26747)
C (3.33396, 0.90244, 0.79251)
C (3.92164, 0.55712, -0.62935)
C (3.79971, -0.85888, -1.20249)
H (-1.55150, -2.60659, 2.81020)
H (-2.24229, -1.18187, 2.21660)
H (0.11989, -2.44597, 1.19695)
H (-0.42119, -1.31266, -1.05726)
H (-1.61340, -2.66880, -0.71777)
H (-1.26957, 1.04295, -0.91958)
H (-3.81641, -2.35444, -0.18167)
H (-3.28560, 2.43714, -1.25290)
H (-5.89184, -0.85606, -0.28565)
H (-5.70566, 2.53768, -0.86581)
H (1.67153, -0.93714, 0.29587)
H (1.71111, 1.36227, 2.10397)
H (3.91217, 1.74372, 1.23812)
H (3.67281, 0.11303, 1.56530)
H (5.01276, 0.77179, -0.61558)
H (3.57743, 1.35722, -1.40980)
H (5.90008, -1.26535, -1.51091)
H (4.72767, -2.42981, -2.00429)
H (1.77272, 4.00654, 0.17824)
N (-1.85291, -2.10637, 1.97141)
N (1.11875, -0.19281, 0.80676)
N (4.91623, -1.49750, -1.67756)
O (-0.59354, 0.43237, 2.12919)
O (-5.86766, 1.57164, -0.84004)
O (0.58978, 2.31276, -0.65621)
O (2.66533, -1.36380, -1.33897)
O (2.07652, 3.25286, 0.68160)


Density functional theory data (ωB97M-V with the def2-TZVPD basis set) for a molecular structure, C14H19N5O2 in a non-equilibrium geometry.

Net charge = 0
Orbital gap = 8.57 eV
Highest occupied orbital energy = -7.995 eV

Element x y z (Å)
C (-2.05879, -2.84531, 5.12533)
C (-2.94300, -1.86886, 4.36805)
H (-3.45889, -2.45197, 3.54704)
H (-3.62287, -1.27423, 4.90516)
O (-2.21699, -0.77519, 3.62825)
C (-1.37690, -1.04149, 2.50456)
O (-1.44039, -1.98333, 1.93887)
C (-0.61454, -0.05894, 1.97156)
C (0.64053, -0.54190, 1.17998)
H (0.29560, -1.13265, 0.50632)
H (1.48132, -1.20056, 1.88652)
C (1.44370, 0.59868, 0.53227)
N (0.36575, 1.56728, -0.20650)
C (0.60720, 1.35566, -1.48586)
N (-0.49739, 2.11572, -2.19785)
C (-0.33096, 2.33768, -3.44827)
N (0.29431, 1.80617, -4.26083)
C (1.32675, 0.97798, -3.72690)
N (2.16775, -0.01500, -4.29889)
N (3.07456, -0.51943, -3.44444)
C (2.47611, -0.25110, -2.35841)
C (1.66774, 0.71648, -2.36576)
H (3.10680, -0.75900, -1.41105)
C (2.58289, 0.06286, -5.74546)
H (1.56548, 0.38045, -6.38264)
H (2.24987, -1.07490, -6.01155)
H (3.30279, 0.49537, -6.03080)
H (-1.17758, 2.69762, -3.83583)
C (-0.47353, 2.12658, 0.52777)
H (-0.17143, 2.72940, 1.40558)
C (-1.39498, 0.77382, 1.12575)
H (-1.91163, 0.25770, 0.24244)
H (-2.21812, 1.27850, 1.74727)
H (-1.23393, 2.71775, -0.18718)
H (1.74984, 1.42357, 1.45832)
H (2.41780, 0.20737, 0.16820)
H (-0.36609, 0.49844, 2.86395)
H (-1.30903, -2.28000, 5.94534)
H (-2.75493, -3.59306, 5.48986)
H (-1.24482, -3.45817, 4.32982)


Density functional theory data (ωB97M-V with the def2-TZVPD basis set) for a molecular structure, C14H19N5O4 in a non-equilibrium geometry.

Net charge = 0
Orbital gap = 7.98 eV
Highest occupied orbital energy = -8.439 eV

Element x y z (Å)
O (-3.04361, 2.59426, 0.30626)
N (-3.07882, 1.50183, -0.12854)
O (-4.17943, 0.87707, -0.48485)
C (-1.78929, 0.75518, -0.19721)
C (-1.62046, -0.51730, -0.69122)
N (-2.67200, -1.47108, -0.86825)
O (-2.08573, -2.66690, -1.05887)
N (-0.84579, -2.63103, -1.24615)
C (-0.51544, -1.45809, -0.81026)
C (0.73692, -0.76010, -0.41813)
N (1.75288, -1.65926, -0.63240)
C (1.93179, -3.05677, -0.87751)
H (2.16611, -3.03946, -1.87289)
C (2.99076, -3.61788, 0.01911)
C (3.13407, -3.24853, 1.39005)
C (3.02233, -1.84110, 1.98385)
H (2.03037, -1.35946, 1.96072)
H (3.41152, -1.64882, 2.95987)
C (3.63640, -0.83515, 0.81344)
H (3.71960, 0.06711, 1.42591)
H (4.85563, -1.22020, 0.76940)
C (3.11717, -1.01253, -0.39539)
H (2.95135, 0.11242, -0.84552)
H (3.77595, -1.44894, -1.07353)
H (2.18313, -3.85040, 1.70672)
H (3.94530, -3.62013, 1.90810)
H (3.13025, -4.54446, -0.07300)
H (3.89557, -3.33846, -0.50264)
H (1.02683, -3.41848, -0.28371)
C (0.65447, 0.53211, 0.09112)
C (-0.60436, 1.20981, 0.05891)
N (-0.39747, 2.52790, 0.46955)
C (0.65567, 3.29519, 0.87375)
C (0.41042, 4.81275, 1.11626)
O (-0.13214, 5.37511, -0.03634)
H (-1.21937, 4.85302, -0.34140)
H (1.19045, 5.38401, 1.22553)
H (-0.51988, 4.73666, 2.16380)
H (1.37566, 3.21945, 0.01982)
H (1.17149, 2.73884, 1.81393)
H (-1.41091, 3.04536, 0.84177)
H (1.54004, 0.79663, 0.51089)